No. 1
Here is C30H49F3O4Si2 as an isolated structure in a non-equilibrium geometry from the OMol25 dataset. Energies are from wB97M-V/def2-TZVPD.

lowest unoccupied orbital energy: 0.36 eV
orbital gap: 9.58 eV
highest occupied orbital energy: -9.2131 eV
2S+1: 1
energy: -2352.20141 Eh

Geometry (Å):
F -3.9125 3.3643 3.6564
Si 0.9349 -1.9550 -2.5135
H 2.7119 2.1375 -3.2347
C -4.4972 2.5891 4.5886
C 1.7315 0.2965 1.5617
C 1.0969 -7.9267 -0.1815
H -2.1224 -7.7533 -1.1552
C 1.7211 -7.4099 -1.2992
H -1.0366 -6.8345 -3.1785
H -2.9252 1.1444 4.5307
H 1.3830 -0.0398 4.7753
H 0.6157 2.4188 -1.8270
H 1.4227 -6.6207 -3.2692
C -6.3062 2.1751 6.0863
H 1.5173 4.3241 -2.7252
C 0.9311 2.0018 3.2092
H -0.5034 3.4171 -5.7150
H 2.9755 3.1688 -1.3081
C 0.8395 1.4702 -2.3255
C 1.7178 1.8223 -3.5406
H 0.0439 1.7044 -5.7643
H -1.5849 4.3508 3.6743
H 1.0100 5.1340 -4.2533
O -1.9450 -4.6194 -4.4770
H 1.7913 2.4271 2.6892
H 0.1158 -1.0739 4.0367
C -1.0450 -7.6613 -1.1975
H 0.0436 4.3743 4.3345
C -5.6887 1.0009 6.4960
H 1.9359 -3.0092 -2.7980
H 1.8272 -0.7819 1.3995
C -3.8706 1.4224 4.9793
H -0.1346 4.2462 -3.2671
C 3.5869 0.4820 -1.1586
H 4.5437 1.3215 0.6074
H -1.6066 -1.4906 -3.8349
F 1.8463 -8.3093 0.8706
H -0.6855 4.6348 1.5864
H -0.2255 0.3901 2.3383
C 0.9468 -7.0209 -2.3833
C -5.7059 2.9798 5.1290
H -1.0940 3.0482 4.8162
C 0.0498 3.8307 1.6461
C -0.2755 -8.0615 -0.1143
C -0.7731 3.7197 4.0249
H 2.8287 3.0111 0.4703
H 3.9309 0.4640 -2.1908
C -0.7302 -2.8405 -2.3349
H -0.6051 -3.9204 -2.2544
H 1.7445 -1.2466 3.4915
C 1.0311 -0.5131 3.8662
H 1.9059 3.1870 -5.1497
Si 1.7037 0.4032 -1.0372
H -0.0140 3.2850 0.7073
C -4.4712 0.6269 5.9441
C 3.5024 2.9608 -0.3799
H -0.7312 -8.4749 0.7761
C 0.8989 4.2619 -3.6196
C 4.2665 1.6554 -0.3870
H -0.1271 1.0736 -2.6350
C -1.5395 -3.5347 -4.5780
F 4.4169 3.9959 -0.1814
C -0.2686 2.9044 2.8209
H -2.7685 -2.6204 -3.1139
H 2.7102 0.7206 1.8055
H -0.5192 -2.2151 -5.4369
H -0.9047 2.3290 -4.3861
H -3.9873 -0.2861 6.2655
O 1.2651 -1.2224 -1.0475
C 0.7734 0.5234 2.7422
H -6.1669 3.9025 4.8017
H 5.2095 1.8607 -0.8947
H 0.9604 -1.0468 -3.6730
O 1.1976 1.0032 0.4371
H -1.1086 2.2898 2.4937
H 3.9730 -0.4405 -0.7201
O -0.8215 -3.1134 -5.6356
C 1.1449 2.9526 -4.4017
H -1.1660 -2.5148 -1.3899
C -1.7496 -2.5086 -3.4618
C -0.1484 2.5711 -5.1319
H -7.2570 2.4652 6.5135
H -6.1578 0.3773 7.2460
H 1.8335 0.9619 -4.2008
H 1.0452 4.2713 1.7164
H 2.7992 -7.3153 -1.3162
C -0.4354 -7.1439 -2.3325
H 1.1344 2.0709 4.2772

Taken from the Löwdin analysis, the atomic charges in e are: 0.0547, 0.5777, 0.0914, -0.2849, -0.2270, -0.2916, 0.1055, -0.0202, 0.0931, 0.1094, 0.0689, 0.0719, 0.1057, -0.0834, 0.0633, -0.1216, 0.0788, 0.0954, -0.2087, -0.2475, 0.0746, 0.0608, 0.0769, 0.1448, 0.0973, 0.0718, -0.0798, 0.0838, -0.0978, -0.0194, 0.1122, -0.0201, 0.0764, -0.1854, 0.1014, 0.0944, 0.0548, 0.0749, 0.1267, -0.0836, -0.0171, 0.0688, -0.0734, -0.0205, -0.0809, 0.0958, 0.0762, -0.2521, 0.0678, 0.0684, -0.0423, 0.1272, 0.3903, 0.0603, -0.0819, -0.2062, 0.1159, -0.0699, -0.2008, 0.0738, -0.5795, -0.0593, -0.4138, 0.1168, 0.1178, 0.0935, 0.0701, 0.1049, -0.3024, -0.3132, 0.1174, 0.1117, -0.0093, -0.1769, 0.1182, 0.0831, 0.1175, -0.4320, 0.0777, -0.1561, -0.0768, 0.1047, 0.1007, 0.0895, 0.0767, 0.1159, -0.0976, 0.1061

No. 2
Here is C30H49O5OsSi2 as an isolated structure in a non-equilibrium geometry from the OMol25 dataset. Energies are from wB97M-V/def2-TZVPD.

lowest unoccupied orbital energy (alpha / beta): 2.24 / 2.23 eV
total charge: -1
orbital gap (alpha / beta): 3.16 / 5.72 eV
highest occupied orbital energy (alpha / beta): -0.9138 / -3.4994 eV
2S+1: 5
energy: -2218.15277 Eh

Geometry (Å):
H 0.2690 -0.2527 4.7136
C -2.1465 -1.3075 2.7346
H -2.5315 0.0060 -0.0631
C 0.1936 3.0592 0.3596
C 3.1265 1.1856 -6.9078
C -0.4013 -3.6057 2.6693
C 0.8414 -0.9367 1.2854
H 0.5564 1.1254 3.0464
C 3.7117 -1.3252 0.2985
H -1.0574 0.9854 -2.0871
H 2.8277 -0.3593 4.1601
Si -0.2992 -1.7131 2.7159
H 3.6130 -0.3635 -0.2200
H 5.3681 -2.1538 -3.9367
C 6.2756 -0.3498 -2.0117
C 4.6088 -1.4288 -3.5935
O 2.8320 3.9836 -6.6583
H -0.4761 -1.7905 5.1725
H 2.6317 -3.8475 1.9555
C 3.4537 0.9478 -9.2326
O 5.0061 3.7098 -6.2607
H -1.9422 -2.6464 0.1608
H 3.9007 4.6981 -8.2934
H 0.5485 -4.1265 2.8280
C -1.1398 1.6425 1.6100
O 1.3226 1.2904 -1.2283
H 2.2580 -3.1795 3.5669
C -0.4596 -2.2218 -1.4628
H 0.5378 -0.9601 -2.9884
C 0.9769 2.5637 1.4383
H 3.9176 -3.1337 2.9555
H 3.6354 2.8778 -3.1699
C 3.8615 3.2800 -6.1531
C -0.0857 -1.0367 -2.0998
H 5.4559 1.8515 -3.0476
C 2.4691 1.7511 -4.4453
H -1.9221 2.7122 -0.2444
H 5.1027 0.3210 -5.5531
H 1.9279 0.8013 -4.6004
H -2.6712 -2.1971 3.1209
C 3.3256 -0.2028 3.1931
H 4.1254 -1.9530 -2.7348
C -1.1143 2.4914 0.4466
H 3.8996 -1.3124 -4.4345
Os 0.2574 0.8505 0.2671
C 3.5393 1.8647 -5.5753
H -0.1208 -3.2310 -1.7065
Si 2.6510 -1.3259 1.8481
H 4.0835 1.4045 -10.0040
C 0.1678 1.6739 2.1968
H 0.7659 -1.5770 0.3804
O 2.2500 0.3356 -6.9868
H 2.4397 5.6361 -7.7718
C -1.6580 -0.4972 -0.4751
C 4.7858 1.0957 -3.4921
C 3.3284 5.0952 -7.4422
H 1.7726 2.5894 -4.5564
H 5.6698 1.9848 -5.3061
C -1.4162 -1.9097 -0.4525
H 7.2497 0.1029 -2.2892
C -0.8329 0.0730 -1.5276
H -2.3773 -0.4741 3.4109
H 4.3905 -0.4493 3.3326
C 5.3010 -0.2037 -3.1219
H 6.4400 -1.4233 -1.7946
H 4.7723 -1.4644 0.5503
H -2.5674 -1.0832 1.7496
H 3.6934 -0.1209 -9.1045
C 0.2607 -1.3285 4.4930
H 3.9942 5.7191 -6.8321
C 4.8629 1.2737 -5.0387
H 2.9643 2.5457 -0.9933
H 1.6768 3.0710 -2.0843
H 2.3848 1.0464 -9.4896
H -2.0027 1.1159 1.9935
H -0.8276 -3.9543 1.7193
H 2.0071 2.8172 1.6803
O 3.7677 1.6618 -8.0124
H 5.9817 0.1787 -1.0831
C 2.8610 -3.0361 2.6596
H -1.0875 -3.9141 3.4767
H 3.4291 -2.1298 -0.3951
C 2.3088 2.1863 -1.8141
H 3.2525 0.8566 2.9197
H 0.5126 3.8032 -0.3561
C 3.1718 1.8718 -3.1023
H 1.2406 -1.7374 4.7713

Taken from the Löwdin analysis, the atomic charges in e are: 0.0197, -0.2000, 0.0858, -0.2420, -0.3977, -0.1943, -0.4733, 0.0799, -0.1883, 0.0947, 0.0142, 0.4788, 0.0225, 0.0789, -0.0858, -0.0669, -0.0198, 0.0314, 0.0307, -0.0299, 0.0730, 0.0773, 0.0994, -0.0023, -0.2651, -0.4646, 0.0020, -0.1726, 0.0813, -0.2260, 0.0261, 0.1163, -0.4203, -0.1447, 0.1240, -0.0871, 0.1074, 0.1288, 0.1253, 0.0292, -0.1882, 0.0817, -0.2373, 0.0824, 1.4364, -0.2178, 0.0832, 0.4262, 0.0915, -0.2680, -0.0248, 0.1092, 0.0921, -0.2515, -0.1580, -0.0368, 0.1276, 0.1197, -0.1952, 0.0796, -0.3234, 0.0237, 0.0264, -0.3271, 0.0808, 0.0234, -0.0010, 0.0994, -0.2007, 0.0952, -0.0696, 0.1074, 0.1039, 0.0997, 0.0797, 0.0232, 0.0972, -0.0504, 0.0779, -0.2082, 0.0254, 0.0330, -0.2159, 0.0167, 0.0881, -0.1084, 0.0052

No. 3
Here is C30H50BrN3P2STi as an isolated structure in a non-equilibrium geometry from the OMol25 dataset. Energies are from wB97M-V/def2-TZVPD.

lowest unoccupied orbital energy (alpha / beta): -6.01 / -7.19 eV
total charge: +2
orbital gap (alpha / beta): 7.29 / 6.26 eV
highest occupied orbital energy (alpha / beta): -13.3006 / -13.4506 eV
2S+1: 3
energy: -5841.22857 Eh
relative energy (zero: lowest compared OMol25 entry of this formula, charge and spin): 0.000 eV

Geometry (Å):
C 0.8097 2.9224 -2.7710
P -1.3987 -1.4391 -1.5016
C -4.8551 1.4017 1.1453
N -0.1452 -1.5578 4.3424
C -2.4634 -2.5880 -0.5384
H 1.0067 2.2138 7.1297
P 2.2420 -0.5216 -0.6162
C -0.6945 -2.2732 6.6199
H -1.2137 -3.1575 6.2304
H 3.3299 1.5838 -0.2003
Ti -0.1095 0.0447 -0.0604
H -0.4384 -4.2287 -3.8755
H 0.5592 1.4386 3.3895
H -4.8073 4.7177 0.3191
C -2.5271 -0.3769 -2.4990
C -2.7099 2.0209 0.1629
H 0.0903 2.3752 -3.3781
C 2.7567 -2.2398 -0.2320
H 4.0784 -3.8612 -0.7245
H 1.8565 -2.8640 -0.3491
C 2.4734 -0.2662 -2.4277
H -2.2060 -1.1969 -4.4998
H -0.2677 -2.5255 7.5954
C -0.0652 -0.4346 3.6280
H -2.0021 -3.4203 -3.8264
C -3.0297 -0.9477 -3.8225
C -4.4511 3.7010 0.4301
C 0.7350 2.9089 -1.3646
H -3.2627 0.0161 0.7919
C 2.7002 4.3129 -1.3510
H -0.3454 0.4639 6.0544
C 0.0890 1.2717 5.4527
H 2.1625 -1.1915 -2.9381
S -0.7729 -0.5199 2.0218
H -3.6420 -0.1835 -4.3191
H 4.1593 1.1257 -2.4597
C -1.3630 1.6766 -0.2209
H 1.9582 3.6184 -4.4681
C 3.8717 0.1499 -2.8712
N 2.7909 4.2665 -2.6782
H 0.9588 -0.9771 6.0505
C 0.4155 -1.8491 5.6796
C -3.1601 3.3475 0.0333
H 5.4222 0.8724 0.9234
H 3.0004 -2.2529 0.8408
C 3.3909 0.5928 0.2727
H 3.6906 -2.8558 -2.1185
H 5.3177 0.0071 -0.6041
H 2.1127 1.1627 6.2407
C -0.4146 -2.4638 -2.6536
H -4.3297 -3.6571 -0.4869
H 2.9706 0.7196 1.2840
C -3.7865 -3.0009 -1.1791
H -3.6544 -3.5642 -2.1111
C -1.1283 -3.6843 -3.2203
C 1.2939 1.8808 6.1296
H 1.6550 2.7516 5.5785
H -1.4353 -1.4759 6.7643
N 0.4489 0.7198 4.1119
H -0.0697 -1.8047 -3.4643
C 1.6899 3.6478 -0.6451
H -0.5717 -2.3341 3.8227
C 3.9072 -2.8263 -1.0449
C -5.2844 2.7235 0.9969
C 1.8705 3.6081 -3.3785
H -0.6852 2.0384 5.3021
H -5.4853 0.6455 1.6063
H 0.4922 -2.7789 -2.1100
H -4.4356 -2.1414 -1.3828
H 3.8846 0.2501 -3.9648
H 3.4474 4.8977 -0.8095
H 1.7513 0.5065 -2.7412
H -3.3739 -0.1040 -1.8507
C -0.1813 2.0214 -0.6733
C -3.5852 1.0541 0.6898
H 1.6747 3.6570 0.4423
H -3.6654 -1.8305 -3.6867
H -1.9914 0.5665 -2.6892
H -2.6564 -2.1065 0.4332
H 4.8529 -2.2918 -0.8938
H -2.4818 4.0908 -0.3808
H 4.9285 -0.8206 0.9245
C 4.8391 0.1228 0.3752
H 1.1499 -2.6545 5.5697
H 4.6401 -0.5900 -2.6118
H -1.4447 -4.3767 -2.4335
Br -7.0260 3.2039 1.5684
H -1.8493 -3.4727 -0.3123

Taken from the Löwdin analysis, the atomic charges in e are: -0.0202, 0.9040, -0.0980, 0.0307, -0.3836, 0.0923, 0.8929, -0.0673, 0.0873, 0.0658, 0.3104, 0.0895, 0.1379, 0.1124, -0.3674, -0.2425, 0.1173, -0.3851, 0.0878, 0.0640, -0.3726, 0.0746, 0.0942, -0.6477, 0.0642, -0.1255, -0.0862, -0.2354, 0.0667, -0.1168, 0.0982, -0.2125, 0.0715, 0.7491, 0.0906, 0.0757, -0.1701, 0.1225, -0.1257, 0.0797, 0.1020, -0.2032, 0.0064, 0.0879, 0.0883, -0.3787, 0.0758, 0.0637, 0.0814, -0.3883, 0.0890, 0.0767, -0.1263, 0.0665, -0.1284, -0.0744, 0.0832, 0.0825, 0.0326, 0.0861, -0.0261, 0.1428, -0.1278, -0.6617, -0.1124, 0.1347, 0.1127, 0.0576, 0.0755, 0.0902, 0.1210, 0.0541, 0.0801, -0.1210, -0.0597, 0.1174, 0.0660, 0.0718, 0.0362, 0.0656, 0.1295, 0.0731, -0.1294, 0.1333, 0.0650, 0.0741, 0.8005, 0.0915

Q: The highest energy belongs to which entry?
A: C30H49O5OsSi2

Q: Look up the 2S+1 of the first one.
A: 1

Q: Number 2 is which compound?
A: C30H49O5OsSi2